1.
Molecular formula: C16H21NO3S
Method: DFT, ωB97M-V with the def2-TZVPD basis set

Last column: natural (NBO) charge in e.
CARTESIAN COORDINATES (ANGSTROEM)
C -6.52333 -1.88986 0.17508  -0.252
H -7.20842 -1.08647 -0.11517  0.175
O -5.50982 -1.42198 1.03018  -0.491
C -4.65570 -0.46699 0.56742  0.288
C -4.70437 0.10320 -0.69840  -0.267
C -3.77414 1.06587 -1.05824  -0.198
C -2.79336 1.48368 -0.17541  -0.069
C -2.75290 0.90975 1.09234  -0.191
C -3.66626 -0.05129 1.46126  -0.235
H -3.63947 -0.50220 2.44046  0.223
H -1.99150 1.22542 1.78939  0.216
C -1.75871 2.50746 -0.56223  -0.231
N -0.42635 1.93778 -0.40709  -0.641
H 0.27671 2.66981 -0.44404  0.367
C -0.11028 0.90548 -1.37916  -0.249
H 0.11016 1.30161 -2.38268  0.176
C 1.08432 0.10437 -0.84765  0.055
O 0.78680 -0.35219 0.45010  -0.738
H 0.25014 0.34194 0.86186  0.489
H 1.97040 0.76105 -0.82016  0.168
C 1.39556 -1.10333 -1.74608  -0.073
O 2.74970 -1.46531 -1.81026  -0.527
C 3.30308 -1.97914 -0.61360  -0.098
C 3.79279 -0.92766 0.32978  -0.232
C 3.48704 -0.76006 1.64321  -0.225
C 4.14345 0.34705 2.22825  -0.264
C 4.93801 1.00434 1.34816  -0.413
S 4.90779 0.28283 -0.21487  0.425
H 5.54454 1.87269 1.51309  0.231
H 4.02170 0.63758 3.25655  0.221
H 2.80288 -1.39798 2.17156  0.227
H 2.57091 -2.60863 -0.09135  0.189
H 4.14466 -2.60228 -0.94103  0.199
H 1.12496 -0.87181 -2.77917  0.189
H 0.78728 -1.94775 -1.39079  0.177
H -0.97432 0.23838 -1.44874  0.206
H -1.82679 3.36713 0.11161  0.207
H -1.94791 2.86062 -1.58952  0.171
H -3.82224 1.49532 -2.04930  0.208
H -5.45389 -0.19291 -1.41544  0.212
H -7.06966 -2.63806 0.74730  0.201
H -6.10792 -2.35610 -0.72438  0.176

Structure (SMILES): COc1ccc(CNC[C@@H](O)COCc2cccs2)cc1
HOMO-LUMO gap, eV: 9.219
E, eV: -35399.41802
Energy relative to the best compared isomer or geometry (same formula, charge and spin), kJ/mol: 283.0
HOMO level, eV: -8.478
Net charge: 0

2.
Molecular formula: C26H41BN7O3PtS4Sb
Method: DFT, ωB97M-V with the def2-TZVPD basis set

Last column: Löwdin charge in e.
CARTESIAN COORDINATES (ANGSTROEM)
Pt -0.09606 0.76542 -0.29379  0.375
C 0.69780 2.09437 -4.11831  -0.034
N -0.72767 1.94337 -3.92950  -0.113
C -1.60192 1.49537 -4.89050  -0.038
C -2.81530 1.43823 -4.30009  -0.053
N -2.68389 1.84007 -2.99219  0.016
B -3.88403 1.75992 -1.97688  -0.427
N -3.91240 0.27621 -1.47090  0.007
C -4.60139 -0.73765 -2.09295  -0.055
C -4.34387 -1.89161 -1.43730  -0.042
N -3.49064 -1.57484 -0.40703  -0.101
C -2.96619 -2.53123 0.54944  -0.013
C -3.22490 -0.24971 -0.44613  -0.644
S -2.25973 0.62168 0.69211  0.630
C -1.39818 2.13929 -2.76820  -0.635
S -0.65528 2.77188 -1.32380  0.561
H 1.21061 1.16730 -3.85567  0.085
H 1.05338 2.89794 -3.48057  0.053
H 0.89267 2.33279 -5.16197  0.100
H -1.28468 1.27843 -5.89458  0.121
H -3.77280 1.16141 -4.70217  0.118
H -3.72706 2.52144 -1.07330  0.054
H -4.89136 1.92963 -2.62177  0.072
H -5.23152 -0.54548 -2.94244  0.117
H -4.69037 -2.89650 -1.59955  0.122
H -2.49332 -3.35635 0.01690  0.089
H -3.76783 -2.90676 1.18551  0.104
H -2.23105 -2.02308 1.16353  0.037
C -0.40649 3.12469 2.53111  -0.029
C 1.08595 3.23173 2.38586  -0.499
C 1.89830 2.96939 3.62924  -0.021
O 1.61613 3.52045 1.33394  0.021
H -0.65186 2.13191 2.91498  0.059
H -0.91062 3.28418 1.58171  0.043
H -0.75285 3.85383 3.26803  0.092
H 1.85843 1.89855 3.84080  0.072
H 1.47565 3.48977 4.49001  0.083
H 2.93120 3.27395 3.47388  0.084
C 3.07882 3.87302 -1.49423  -0.185
C 3.37529 2.45068 -1.95575  -0.413
Sb 2.40016 0.91057 -0.83497  1.409
C 3.06472 -0.79648 -1.95528  -0.396
C 3.82074 -1.82537 -1.11809  -0.179
C 3.65810 0.83449 0.88831  -0.389
C 5.06532 1.36832 0.65277  -0.171
H 3.63685 4.59718 -2.09228  0.071
H 3.34366 4.01811 -0.44723  0.050
H 2.01592 4.10279 -1.57271  0.033
H 4.43865 2.21812 -1.87124  0.045
H 3.11116 2.30062 -3.00230  0.027
H 3.68283 -0.41827 -2.77299  0.050
H 2.16660 -1.23688 -2.39184  0.032
H 4.74740 -1.41395 -0.71465  0.060
H 4.08124 -2.69751 -1.72190  0.073
H 3.22401 -2.17713 -0.27574  0.031
H 3.67181 -0.21023 1.20291  0.043
H 3.13915 1.39074 1.66292  0.017
H 5.57027 0.85821 -0.17069  0.061
H 5.67785 1.22754 1.54583  0.074
H 5.05837 2.43600 0.42610  0.061
N -3.75520 -3.49552 4.95407  0.103
C -2.61909 -2.99515 4.33727  -0.324
C -2.43749 -1.61572 4.19847  -0.022
C -1.34228 -1.11956 3.52226  -0.092
C -0.40991 -1.99011 2.96978  -0.306
C -0.55784 -3.36182 3.13699  -0.073
C -1.65903 -3.86098 3.80785  -0.028
S 0.92549 -1.33946 2.02700  0.545
O 1.96714 -2.33885 2.03490  -0.334
O 1.19925 -0.02288 2.53866  -0.324
N 0.40915 -1.12528 0.50487  -0.352
C 0.18984 -2.17357 -0.35491  -0.743
S 0.71080 -3.82564 -0.10840  1.048
C -0.01545 -4.25434 -1.61242  -0.408
C -0.53946 -3.15409 -2.19605  -0.267
N -0.43042 -1.98274 -1.49024  0.025
H -4.23406 -2.86665 5.57697  0.090
H -3.68840 -4.43351 5.31247  0.089
H -3.16876 -0.93354 4.61545  0.116
H -1.20931 -0.05418 3.41048  0.080
H 0.19757 -4.03166 2.75299  0.090
H -1.77582 -4.93107 3.93300  0.112
H 0.00417 -5.26659 -1.98010  0.057
H -1.03670 -3.13766 -3.15577  0.101

HOMO-LUMO gap, eV: 7.990
E, eV: -98006.10767
Energy relative to the best compared isomer or geometry (same formula, charge and spin), kJ/mol: 0.0
HOMO level, eV: -7.512
Net charge: 0

3.
Molecular formula: C34H68Cl30InN2OS
Method: DFT, ωB97M-V with the def2-TZVPD basis set

Last column: Löwdin charge in e.
CARTESIAN COORDINATES (ANGSTROEM)
In -0.55777 -6.05091 -0.52876  0.203
C -1.09669 -4.49597 1.03128  -0.384
C -1.11663 -3.06881 0.41016  -0.627
S -2.77561 -2.45546 -0.04520  0.855
C -3.96116 -3.73390 0.17197  -0.666
N -4.72557 -4.20969 -0.76892  -0.001
N -5.52331 -5.18847 -0.26500  0.050
C -5.21205 -5.27246 0.99559  -0.187
O -4.27370 -4.38629 1.33686  0.003
H -0.14911 -5.21013 -2.06556  -0.131
H 0.94821 -6.85625 0.02178  -0.155
H -1.92683 -7.15967 -0.78070  -0.147
H -0.27258 -4.50357 1.76688  0.021
H -2.00349 -4.75508 1.59182  0.000
H -0.42812 -3.07436 -0.44790  0.030
H -0.73394 -2.37174 1.15885  -0.006
H -5.61553 -5.94897 1.73834  0.132
Cl -2.06400 -9.72463 0.57100  0.530
C -3.42661 -10.82772 0.28157  -0.682
C -4.19914 -10.45680 -0.96141  -0.672
Cl -5.08674 -8.92410 -0.77146  0.526
H -4.06552 -10.81908 1.16296  0.061
H -3.00939 -11.82914 0.17041  0.064
H -4.94012 -11.22686 -1.17798  0.063
H -3.54164 -10.35928 -1.82290  0.069
Cl -2.34460 -1.24784 4.74462  0.554
C -3.85576 -1.75409 3.94022  -0.641
C -4.93605 -0.70702 4.05448  -0.704
Cl -5.53330 -0.52932 5.73097  0.520
H -4.16844 -2.70152 4.37518  0.070
H -3.61312 -1.92435 2.88987  0.043
H -5.79055 -0.99251 3.44354  0.064
H -4.58590 0.26337 3.71958  0.009
Cl -0.96686 -6.80865 -4.69138  0.526
C -1.90050 -5.55659 -5.54167  -0.675
C -1.98684 -4.25879 -4.76953  -0.671
Cl -2.98093 -4.40012 -3.30381  0.549
H -2.89098 -5.95961 -5.74469  0.061
H -1.39772 -5.38238 -6.49373  0.062
H -2.45554 -3.49907 -5.39746  0.060
H -1.00175 -3.90136 -4.47204  0.062
Cl -4.78173 0.76596 1.16871  0.580
C -5.81846 1.96136 0.35813  -0.672
C -5.92505 3.24363 1.14424  -0.654
Cl -6.83753 3.02827 2.66264  0.537
H -6.79427 1.50740 0.19866  0.058
H -5.37096 2.16073 -0.61613  0.050
H -6.45744 3.99169 0.55780  0.071
H -4.94355 3.63932 1.39578  0.069
Cl 2.91256 -0.34881 1.79713  0.538
C 1.92073 1.10632 1.50629  -0.681
C 0.44483 0.80808 1.55237  -0.633
Cl -0.08403 -0.19378 0.17816  0.628
H 2.21275 1.52543 0.54520  0.071
H 2.17198 1.82364 2.28691  -0.021
H -0.12006 1.73922 1.50168  0.070
H 0.16921 0.29043 2.47017  0.069
Cl 4.08597 5.10634 2.11638  0.513
C 3.55897 5.41992 3.79558  -0.682
C 3.04745 4.17544 4.47670  -0.662
Cl 1.51276 3.60474 3.77172  0.604
H 2.80127 6.20021 3.76638  0.071
H 4.42260 5.80238 4.33349  -0.012
H 2.85817 4.38347 5.52857  0.016
H 3.76396 3.36122 4.41318  0.008
Cl 5.21514 0.46908 5.41594  0.543
C 6.61376 0.47367 4.31058  -0.657
C 7.16880 1.86170 4.11345  -0.646
Cl 6.04370 2.89712 3.20044  0.570
H 6.30028 0.03187 3.36673  0.061
H 7.37393 -0.16764 4.75528  0.074
H 8.09428 1.81320 3.54011  0.054
H 7.37928 2.34690 5.06462  0.068
Cl -1.25873 1.81504 -2.59625  0.524
C -2.45942 0.49053 -2.61987  -0.671
C -3.34705 0.55520 -3.83518  -0.663
Cl -4.44527 1.96764 -3.78444  0.527
H -3.03472 0.54152 -1.69860  0.019
H -1.90079 -0.44517 -2.62038  0.071
H -3.97478 -0.33245 -3.88336  0.003
H -2.76524 0.61587 -4.75152  0.015
Cl -1.34576 1.89468 -6.74318  0.595
C -1.20590 3.59963 -6.24208  -0.641
C 0.09015 4.22418 -6.70156  -0.697
Cl 1.50413 3.54714 -5.84886  0.538
H -1.30807 3.64017 -5.15888  0.049
H -2.04936 4.12907 -6.68508  0.066
H 0.07647 5.29331 -6.49047  0.076
H 0.24562 4.08854 -7.76760  -0.023
Cl 10.20610 2.94609 -1.21829  0.528
C 8.43884 3.18776 -1.28872  -0.653
C 7.77819 2.95248 0.04596  -0.674
Cl 7.82778 1.23785 0.52603  0.556
H 8.04042 2.52630 -2.05471  0.071
H 8.27269 4.21683 -1.60512  0.074
H 6.72746 3.23506 -0.00728  0.068
H 8.24836 3.53632 0.83428  0.063
Cl -1.38278 -5.26212 9.51144  0.520
C -1.43697 -3.93459 8.31944  -0.664
C -2.47841 -4.16368 7.25360  -0.676
Cl -2.05255 -5.51361 6.17302  0.545
H -0.44395 -3.82954 7.88831  0.069
H -1.67093 -3.02455 8.87062  0.071
H -2.56366 -3.27403 6.63189  0.016
H -3.45367 -4.37563 7.68740  0.068
Cl -1.18945 4.16768 -9.66764  0.612
C -2.38993 2.84845 -9.71560  -0.672
C -3.27120 2.92450 -10.93729  -0.660
Cl -4.36986 4.32825 -10.88975  0.534
H -2.97160 2.89150 -8.79903  0.042
H -1.83138 1.91441 -9.72033  0.064
H -3.89637 2.03438 -10.99301  0.074
H -2.68358 2.98906 -11.85062  0.067
Cl -5.55458 -0.65360 -1.41418  0.608
C -7.05085 -0.43584 -2.35314  -0.627
C -7.33804 -1.61625 -3.25101  -0.638
Cl -6.16918 -1.74814 -4.58948  0.568
H -6.96097 0.48871 -2.92248  0.049
H -7.86144 -0.31807 -1.63303  0.073
H -8.32286 -1.50281 -3.70372  0.069
H -7.31922 -2.55265 -2.69622  0.073
Cl 14.45015 6.98010 -2.34046  0.530
C 13.18741 5.72108 -2.34774  -0.674
C 12.24626 5.86515 -3.51905  -0.669
Cl 11.22135 7.31716 -3.38439  0.530
H 12.65686 5.77076 -1.39960  0.064
H 13.69844 4.76070 -2.40282  0.072
H 11.57539 5.00778 -3.56041  0.057
H 12.78678 5.92238 -4.46137  0.067
Cl 4.78456 6.39850 6.66947  0.619
C 4.25196 6.71052 8.34217  -0.642
C 3.73674 5.46254 9.01508  -0.655
Cl 2.20078 4.90441 8.30580  0.567
H 3.49487 7.49100 8.31360  0.070
H 5.11647 7.09198 8.88432  0.072
H 3.54499 5.66548 10.06799  0.072
H 4.45437 4.64757 8.94766  0.070

HOMO-LUMO gap, eV: 5.856
E, eV: -433072.08260
HOMO level, eV: -4.509
Net charge: -1